{
  "formula": "C4H12N4",
  "method": "ωB97M-V with the def2-TZVPD basis set",
  "smiles": "[H]/N=C(/C)[C@@](C)(N)NN",
  "total_charge": 0,
  "relative_energy_kj_mol": 141.6,
  "e_homo_ha": -0.3334,
  "max_force_ev_per_a": 1.7,
  "elements": ["H", "N", "C", "C", "C", "C", "N", "N", "N", "H", "H", "H", "H", "H", "H", "H", "H", "H", "H", "H"],
  "positions_angstrom": [[2.141790, 0.514862, -0.846614], [1.904606, -0.461164, -0.686128], [0.723720, -0.687320, -0.289553], [0.337432, -2.108405, -0.014656], [-0.444689, 0.340307, -0.221845], [-0.033045, 1.729607, -0.730044], [-1.591250, -0.207640, -0.927924], [-0.843729, 0.452227, 1.185776], [0.310074, 0.524999, 2.064972], [1.055894, -2.780468, -0.474276], [0.326803, -2.282918, 1.061339], [-0.659236, -2.338652, -0.381786], [0.248997, 1.676099, -1.780869], [0.810103, 2.130831, -0.169318], [-0.871459, 2.413117, -0.607764], [-2.395101, 0.391736, -0.774460], [-1.399636, -0.255737, -1.922692], [-1.365907, -0.384018, 1.438278], [1.081265, -0.144656, 2.030398], [0.663369, 1.477192, 2.047166]],
  "atomic_forces_ev_per_a": [[-0.42, 0.11, -0.10], [0.34, -0.16, 0.47], [-0.48, 0.16, -1.59], [-0.07, -0.24, 0.21], [0.72, 0.07, 0.15], [-0.01, -0.38, 0.14], [0.01, 0.01, 0.05], [1.39, -0.46, 0.60], [-0.96, 1.00, 0.62], [0.13, 0.03, 0.10], [0.04, -0.11, 0.15], [-0.02, 0.09, 0.00], [0.00, 0.05, -0.05], [0.06, 0.04, 0.03], [-0.05, -0.02, -0.04], [0.03, 0.06, -0.11], [-0.12, 0.04, 0.05], [0.10, 0.12, 0.02], [-0.58, 0.00, -0.75], [-0.10, -0.40, 0.08]]
}